No. 1
Density functional theory data (wB97M-V/def2-TZVPD) for the ion C3H7N4S with charge +1 at a distorted geometry.

Calculated values
frontier orbital gap (spin up / spin down): 8.020 / 8.025 eV
charge: +1
energy relative to the best compared isomer or geometry (same formula, charge and spin): 468.3 kJ/mol

Atoms and positions in Å:
C  0.03  0.38  -1.85
C  -1.42  -0.50  0.39
C  2.45  -0.44  1.28
N  0.53  0.09  -0.62
N  -0.07  -0.12  0.49
N  -1.23  0.46  -2.09
N  -2.53  0.12  0.65
S  0.76  -0.37  1.94
H  0.82  0.53  -2.52
H  2.99  0.52  1.15
H  2.53  -0.76  0.30
H  2.95  -0.91  2.06
H  -1.70  0.51  -2.91
H  -3.38  -0.47  0.55
H  -2.74  0.95  1.18



No. 2
Density functional theory data (wB97M-V/def2-TZVPD) for a structure of composition C13H26CsNO3S at a distorted geometry.

Calculated values
frontier orbital gap: 1.708 eV
energy relative to the best compared isomer or geometry (same formula, charge and spin): 347.3 kJ/mol

Atoms and positions in Å:
Cs  0.69  1.08  -2.25
C  1.53  -2.37  2.90
C  1.46  -3.82  2.21
C  -0.04  -4.06  2.09
C  -0.34  -5.33  1.32
C  0.35  -5.29  -0.09
C  1.82  -4.85  -0.15
N  2.03  -3.78  0.84
O  3.29  -3.11  0.71
C  2.14  -4.49  -1.67
C  2.60  -6.16  0.31
C  2.06  -4.85  3.21
H  0.90  -2.29  3.79
H  1.36  -1.47  2.31
H  2.56  -2.22  3.21
H  -0.50  -3.31  1.45
H  -0.55  -4.14  3.04
H  -1.43  -5.40  1.30
H  -0.02  -6.24  1.83
H  -0.30  -4.79  -0.81
H  0.39  -6.34  -0.39
H  3.19  -4.27  -1.81
H  1.69  -3.58  -2.06
H  1.98  -5.42  -2.22
H  2.89  -6.86  -0.47
H  2.12  -6.77  1.07
H  3.51  -5.89  0.85
H  3.15  -4.73  3.21
H  1.82  -5.89  3.00
H  1.78  -4.68  4.25
C  -3.69  9.66  -1.80
C  -3.61  8.87  -3.15
C  -2.14  8.37  -3.23
S  -1.56  8.18  -1.45
O  -0.55  9.26  -1.19
O  -1.26  6.79  -1.13
C  -3.14  8.72  -0.69
H  -4.69  10.07  -1.62
H  -3.01  10.51  -1.87
H  -3.98  9.44  -4.00
H  -4.18  7.95  -3.00
H  -1.47  9.00  -3.82
H  -2.12  7.39  -3.70
H  -2.86  9.20  0.25
H  -3.86  7.91  -0.57



No. 3
Density functional theory data (wB97M-V/def2-TZVPD) for a cluster of 13 separate species, C26H78O13 in total at a distorted geometry.

Calculated values
frontier orbital gap: 10.280 eV
energy relative to the best compared isomer or geometry (same formula, charge and spin): 544.8 kJ/mol

Atoms and positions in Å:
C  3.66  -4.65  0.13
C  2.30  -4.93  0.65
O  1.44  -4.81  -0.49
H  3.91  -3.63  -0.18
H  3.99  -5.26  -0.71
H  4.38  -4.94  0.89
H  2.05  -4.35  1.54
H  2.41  -5.97  0.93
H  0.55  -4.73  -0.15
C  -1.68  1.26  3.83
C  -2.43  2.05  4.79
O  -3.26  2.99  4.22
H  -1.21  0.35  4.22
H  -0.95  1.99  3.50
H  -2.15  0.87  2.93
H  -1.75  2.54  5.48
H  -2.96  1.22  5.26
H  -3.95  3.05  4.89
C  -1.64  -2.53  -3.94
C  -1.51  -1.92  -5.38
O  -2.58  -2.54  -6.07
H  -0.99  -2.05  -3.21
H  -1.23  -3.53  -4.02
H  -2.68  -2.57  -3.63
H  -0.56  -2.13  -5.87
H  -1.59  -0.84  -5.28
H  -2.73  -2.17  -6.94
C  0.97  2.49  -3.97
C  1.54  2.95  -2.71
O  0.45  3.45  -1.93
H  0.64  3.41  -4.44
H  0.19  1.77  -3.71
H  1.72  1.93  -4.53
H  2.21  3.80  -2.84
H  1.94  2.19  -2.04
H  -0.02  4.08  -2.49
C  1.44  -1.06  0.71
C  0.37  -0.29  -0.04
O  -0.90  -0.42  0.60
H  1.18  -2.11  0.58
H  1.54  -0.68  1.72
H  2.41  -0.99  0.22
H  0.28  -0.61  -1.08
H  0.65  0.76  -0.06
H  -1.55  -0.19  -0.07
C  -0.25  -2.39  4.04
C  -1.78  -2.57  4.20
O  -2.32  -2.36  2.91
H  0.37  -2.67  4.89
H  -0.01  -1.38  3.69
H  0.00  -3.11  3.26
H  -2.26  -1.83  4.85
H  -2.10  -3.58  4.46
H  -1.87  -1.56  2.63
C  2.15  -1.89  -2.70
C  2.15  -2.62  -4.05
O  3.24  -3.57  -4.08
H  2.00  -2.48  -1.80
H  1.35  -1.15  -2.68
H  3.12  -1.40  -2.63
H  2.14  -1.95  -4.91
H  1.21  -3.14  -4.17
H  2.92  -4.40  -3.72
C  -4.70  -1.71  0.31
C  -6.00  -0.99  0.38
O  -6.88  -1.77  1.14
H  -4.17  -1.93  1.24
H  -3.97  -1.03  -0.13
H  -4.75  -2.67  -0.20
H  -6.42  -0.90  -0.62
H  -5.82  -0.01  0.83
H  -7.79  -1.48  1.01
C  2.93  0.00  4.92
C  4.23  0.63  4.50
O  4.71  -0.06  3.39
H  2.55  0.56  5.78
H  3.15  -1.01  5.24
H  2.06  0.04  4.26
H  4.93  0.68  5.33
H  4.00  1.66  4.22
H  5.31  0.57  2.97
C  4.21  1.26  -1.00
C  5.62  0.64  -1.31
O  6.52  0.92  -0.28
H  4.25  2.32  -0.76
H  3.45  0.81  -0.36
H  3.72  1.14  -1.97
H  5.93  0.94  -2.31
H  5.64  -0.44  -1.45
H  7.25  0.32  -0.45
C  -4.78  0.49  -2.59
C  -3.65  0.87  -3.53
O  -2.44  0.62  -2.85
H  -4.69  -0.58  -2.40
H  -5.74  0.83  -2.98
H  -4.56  0.94  -1.63
H  -3.62  1.95  -3.67
H  -3.63  0.32  -4.47
H  -2.33  1.04  -1.99
C  0.93  3.91  1.79
C  2.55  3.94  1.73
O  3.19  5.09  2.27
H  0.57  4.37  0.87
H  0.59  4.53  2.63
H  0.41  2.95  1.81
H  2.76  3.90  0.66
H  3.12  3.03  1.89
H  3.22  5.80  1.63
C  -3.88  2.99  0.24
C  -2.39  3.38  0.14
O  -1.75  2.44  -0.63
H  -4.32  2.92  -0.75
H  -4.44  3.73  0.82
H  -3.86  2.08  0.83
H  -1.86  3.49  1.09
H  -2.37  4.37  -0.30
H  -0.92  2.89  -0.77



No. 4
Density functional theory data (wB97M-V/def2-TZVPD) for a cluster of 2 separate species, C4H7NO3 in total at a distorted geometry.

Calculated values
SMILES: O=C(O)CO.CC#N
frontier orbital gap: 10.411 eV
energy relative to the best compared isomer or geometry (same formula, charge and spin): 270.8 kJ/mol

Atoms and positions in Å:
C  -0.36  1.55  -0.95
C  -0.32  0.53  0.32
O  -1.56  0.04  0.57
O  -1.56  2.26  -0.85
O  0.45  0.83  1.22
H  -2.20  0.54  0.03
H  -1.50  2.86  -0.10
H  -0.37  0.99  -1.89
H  0.52  2.19  -0.96
C  1.29  -2.17  0.85
C  0.75  -1.43  -0.27
N  0.60  -1.14  -1.39
H  0.57  -2.92  1.18
H  2.22  -2.67  0.57
H  1.47  -1.46  1.66



No. 5
Density functional theory data (wB97M-V/def2-TZVPD) for a structure of composition C4H4N2O at a distorted geometry.

Calculated values
frontier orbital gap (spin up / spin down): 8.107 / 8.106 eV
energy relative to the best compared isomer or geometry (same formula, charge and spin): 596.0 kJ/mol

Atoms and positions in Å:
N  2.47  0.03  0.03
C  1.31  0.50  0.00
C  0.39  -1.30  0.03
N  -0.76  -1.56  0.05
C  -2.12  -0.14  -0.05
C  -1.72  1.00  -0.04
O  0.44  1.31  -0.02
H  3.14  0.80  0.05
H  1.33  -1.81  0.05
H  -2.89  -0.88  -0.08
H  -1.60  2.05  -0.03



No. 6
Density functional theory data (wB97M-V/def2-TZVPD) for a structure of composition C6H4N3O3STa at a distorted geometry.

Calculated values
frontier orbital gap: 4.140 eV
charge: +2

Atoms and positions in Å:
Ta  1.36  1.22  1.02
O  0.99  0.71  -0.77
N  0.45  -0.59  -0.86
C  0.49  -1.13  -2.08
C  -0.27  -2.26  -2.36
C  -1.31  -2.64  -1.52
C  -1.39  -2.10  -0.21
C  -0.42  -1.13  0.10
S  -0.11  -0.65  1.70
H  1.26  -0.79  -2.80
H  0.07  -2.85  -3.25
H  -1.97  -3.46  -1.82
H  -1.93  -2.55  0.54
O  0.02  6.16  3.75
N  0.18  5.01  3.83
O  2.90  0.33  1.37
N  -0.55  3.76  1.84
C  0.25  2.96  1.53



No. 7
Density functional theory data (wB97M-V/def2-TZVPD) for a cluster of 2 separate species, C7H13NO in total at a distorted geometry.

Calculated values
SMILES: C=C(C)C#N.CCOC
frontier orbital gap: 10.550 eV
energy relative to the best compared isomer or geometry (same formula, charge and spin): 213.0 kJ/mol

Atoms and positions in Å:
C  0.63  -0.04  -1.75
C  -1.56  -1.11  -1.72
C  0.23  1.40  -1.63
O  -0.32  -0.97  -1.06
H  0.70  -0.37  -2.79
H  1.57  -0.25  -1.24
H  -2.06  -1.98  -1.29
H  -1.44  -1.24  -2.80
H  -2.20  -0.24  -1.55
H  -0.89  1.53  -1.75
H  0.80  2.04  -2.31
H  0.34  1.81  -0.62
C  0.88  0.80  2.77
C  0.25  -0.23  1.88
C  0.75  -1.45  1.70
C  -0.94  0.17  1.21
N  -1.81  0.82  0.80
H  0.31  0.87  3.70
H  0.88  1.79  2.29
H  1.90  0.53  3.01
H  1.70  -1.73  2.13
H  0.30  -2.16  1.04